# C41H68BaGeN6O2P3

A structure of composition C41H68BaGeN6O2P3 (ωB97M-V with the def2-TZVPD basis set, OMol25).

Each line ends with the Mulliken charge.
Element x y z (Å)
Ba 1.0797 -0.6726 -1.5428  1.405
C -1.5680 -2.7140 -3.8639  -1.408
C -1.7024 -3.7562 -2.7531  0.372
C -0.6714 -4.8660 -2.9540  -1.477
P -1.4443 -2.9322 -1.1199  0.599
C -3.0499 -2.0219 -0.8999  -1.694
N -2.9321 -0.9498 0.0628  -0.430
Ge -1.3866 0.0951 0.3703  1.997
N -2.0578 1.8832 0.1199  -0.325
C -2.0636 2.4809 -1.1942  -1.724
P -0.4015 2.3086 -2.0077  0.958
C -0.6613 2.8992 -3.7439  0.475
C 0.6854 3.0399 -4.4560  -1.324
C -1.5393 4.1332 -3.9483  -1.516
C 0.6000 3.5254 -1.0323  1.407
C 2.0966 3.2294 -1.1399  -1.308
C 0.3259 5.0068 -1.2794  -1.983
C -2.1030 2.6357 1.2717  0.360
C -2.0609 4.0264 1.3881  -0.947
C -2.0627 4.6227 2.6418  -0.937
C -2.0975 3.8671 3.8021  -1.445
C -2.1635 2.4808 3.7057  0.033
C -2.1738 1.8961 2.4604  0.775
N -2.3419 0.4544 2.2512  1.201
C -3.7603 0.1685 1.9698  0.055
C -4.7725 0.6262 2.7908  0.063
C -6.0901 0.3010 2.4986  -1.112
C -6.3696 -0.4696 1.3794  -0.829
C -5.3562 -0.9048 0.5408  -0.763
C -4.0263 -0.5865 0.8228  -0.169
C -1.7573 -0.3571 3.2945  -0.413
C -2.5000 -1.2141 4.0721  -0.327
C -1.8874 -1.9471 5.0882  -1.187
C -0.5249 -1.8082 5.3376  -0.950
C 0.2379 -0.9732 4.5565  -0.804
C -0.3354 -0.2436 3.4768  1.160
N 0.3153 0.5077 2.5931  0.267
C 1.7229 0.7519 2.7124  -2.059
P 2.7024 -0.0360 1.3378  0.886
C 3.1787 -1.7323 1.9103  0.701
C 1.9500 -2.6430 1.8369  -1.402
C 3.8795 -1.8627 3.2595  -1.553
C 4.2469 0.9888 1.3427  0.945
C 4.8173 1.4170 2.6938  -1.501
C 5.3076 0.3008 0.4823  -1.644
C -1.5829 -4.2825 0.1435  0.174
C -1.7145 -3.6677 1.5391  -1.477
C -2.7088 -5.2862 -0.1002  -1.714
H -1.7939 -3.1569 -4.8348  0.498
H -0.5357 -2.3441 -3.9159  0.088
H -2.2337 -1.8597 -3.7305  0.322
H -2.7111 -4.1793 -2.7837  0.568
H 0.3439 -4.4639 -2.8754  0.202
H -0.7769 -5.3061 -3.9465  0.475
H -0.7718 -5.6690 -2.2253  0.336
H -3.7968 -2.7472 -0.5609  0.278
H -3.3889 -1.6766 -1.8848  0.807
H -2.3567 3.5305 -1.1518  0.680
H -2.8019 1.9856 -1.8366  0.376
H -1.1845 2.0454 -4.1945  0.366
H 1.2384 3.9028 -4.0812  0.204
H 0.5325 3.1917 -5.5252  0.557
H 1.3095 2.1504 -4.3247  0.005
H -1.0574 5.0406 -3.5903  0.251
H -2.5055 4.0393 -3.4531  0.317
H -1.7336 4.2665 -5.0138  0.498
H 0.2869 3.2838 -0.0075  -0.183
H 2.4727 3.4254 -2.1457  0.157
H 2.3224 2.1865 -0.8903  0.054
H 2.6598 3.8607 -0.4493  0.602
H 0.7291 5.3306 -2.2396  0.344
H 0.8068 5.6057 -0.5039  0.449
H -0.7372 5.2441 -1.2649  0.432
H -2.0253 4.6543 0.5093  0.407
H -2.0311 5.7022 2.7072  0.470
H -2.0898 4.3446 4.7710  0.480
H -2.2109 1.8676 4.5973  0.595
H -4.5389 1.2355 3.6538  0.546
H -6.8882 0.6559 3.1344  0.475
H -7.3951 -0.7194 1.1423  0.443
H -5.6012 -1.4666 -0.3503  0.569
H -3.5622 -1.3167 3.9075  0.561
H -2.4852 -2.6109 5.6970  0.469
H -0.0643 -2.3594 6.1460  0.487
H 1.2951 -0.8876 4.7599  0.371
H 2.1635 0.5182 3.6845  0.776
H 1.8746 1.8248 2.5396  0.522
H 3.8773 -2.0544 1.1271  0.493
H 1.2254 -2.3971 2.6144  0.050
H 2.2414 -3.6848 1.9843  0.633
H 1.4293 -2.5746 0.8746  0.147
H 3.3188 -1.3804 4.0619  0.225
H 4.8792 -1.4330 3.2433  0.328
H 3.9815 -2.9166 3.5245  0.463
H 3.9262 1.8966 0.8173  -0.205
H 5.1928 0.5722 3.2692  0.213
H 4.0875 1.9475 3.3050  0.357
H 5.6548 2.0972 2.5310  0.478
H 5.7107 -0.5817 0.9817  0.301
H 6.1418 0.9784 0.2981  0.473
H 4.9090 -0.0137 -0.4879  0.185
H -0.6235 -4.8093 0.0883  0.607
H -2.6875 -3.1873 1.6596  0.226
H -0.9489 -2.9150 1.7386  -0.139
H -1.6325 -4.4462 2.2993  0.648
H -3.6891 -4.8157 -0.0096  0.278
H -2.6635 -6.0735 0.6538  0.495
H -2.6513 -5.7645 -1.0767  0.379
O 2.7047 -2.9764 -1.7138  -0.242
H 3.4342 -2.9692 -2.3446  0.178
H 2.8225 -3.7605 -1.1653  0.203
C 4.5308 1.7138 -3.6233  -0.565
N 4.3334 0.6940 -4.6384  -0.234
C 3.4110 -0.2738 -4.5456  0.375
N 3.3385 -1.1656 -5.5611  -0.426
O 2.6603 -0.3849 -3.5495  -0.449
H 5.5890 1.9572 -3.5614  0.416
H 4.2033 1.3297 -2.6601  -0.027
H 3.9693 2.6200 -3.8544  0.262
H 4.8903 0.7524 -5.4745  0.217
H 3.8419 -1.0353 -6.4216  0.187
H 2.5556 -1.7948 -5.5713  0.201

Force components x, y, z for each atom (eV/Å):
0.3297 -0.3229 -0.1279
0.0086 0.0130 -0.0019
-0.0347 -0.0002 0.0159
-0.0071 -0.0036 0.0130
0.0152 0.0776 -0.0495
-0.0281 -0.0483 -0.0317
0.1211 -0.0293 -0.0463
-0.3632 0.1060 0.2076
-0.0395 -0.0715 -0.1152
0.0137 0.0104 -0.0549
-0.0137 -0.0188 0.0194
-0.0341 -0.0134 0.0139
0.0114 -0.0191 -0.0006
-0.0065 -0.0016 0.0021
-0.0038 -0.0185 0.0212
-0.0083 -0.0056 -0.0333
-0.0191 0.0042 0.0169
0.0488 0.0750 0.1501
0.0030 -0.0551 -0.0494
-0.0001 0.0326 0.0512
-0.0020 -0.0200 0.0335
0.0030 0.0550 -0.0529
-0.0013 0.1880 0.0216
0.0234 0.0025 -0.0283
-0.1371 -0.0384 -0.0258
-0.0311 -0.0443 -0.0315
0.0333 0.0175 0.0160
-0.0395 0.0130 0.0253
0.0476 -0.0141 -0.0275
-0.1079 0.0401 0.0706
0.0312 -0.0992 0.0367
0.0004 0.0376 -0.0464
-0.0325 -0.0161 0.0002
0.0779 0.0095 0.0075
0.0233 0.0040 0.0449
-0.0044 -0.0448 0.0454
0.0009 -0.0079 0.0117
0.0477 0.0341 -0.0096
-0.0145 0.0833 -0.0413
0.0145 0.0029 -0.0511
-0.0236 -0.0097 0.0361
0.0265 0.0030 0.0130
-0.0108 0.0001 0.0103
-0.0020 -0.0046 0.0287
-0.0143 0.0050 -0.0189
0.0154 -0.0193 -0.0148
0.0024 0.0185 -0.0017
0.0096 0.0082 -0.0013
0.0011 0.0015 -0.0046
-0.0009 0.0082 -0.0089
0.0033 0.0086 -0.0072
0.0161 -0.0055 -0.0057
0.0093 0.0008 0.0010
-0.0033 -0.0042 -0.0078
0.0073 -0.0037 0.0052
0.0138 -0.0031 0.0023
-0.0024 -0.0143 0.0119
-0.0050 -0.0080 0.0000
0.0273 0.0100 -0.0066
0.0045 0.0110 0.0120
0.0052 0.0121 0.0007
-0.0023 0.0025 -0.0102
-0.0007 0.0106 -0.0028
-0.0016 -0.0015 -0.0005
-0.0069 0.0026 0.0066
-0.0020 -0.0026 -0.0114
0.0006 0.0043 0.0015
-0.0087 -0.0073 0.0280
0.0107 -0.0027 0.0070
0.0060 0.0104 0.0020
0.0100 -0.0044 -0.0080
0.0041 0.0045 0.0090
-0.0004 0.0022 -0.0078
-0.0024 0.0030 -0.0010
-0.0008 0.0100 0.0030
-0.0025 0.0052 0.0121
-0.0016 -0.0111 0.0198
0.0104 0.0087 0.0093
-0.0054 0.0037 0.0052
-0.0077 -0.0002 -0.0011
0.0002 -0.0083 -0.0072
-0.0163 0.0142 -0.0066
-0.0101 -0.0042 0.0057
0.0031 -0.0044 0.0067
-0.0175 0.0078 -0.0073
-0.0041 0.0100 -0.0042
0.0081 -0.0172 0.0083
-0.0190 -0.0046 0.0226
-0.0011 -0.0113 -0.0200
-0.0017 -0.0129 -0.0007
-0.0199 -0.0064 -0.0031
0.0238 -0.0135 -0.0144
-0.0304 -0.0297 0.0048
0.0006 -0.0099 0.0019
0.0113 -0.0153 0.0124
-0.0109 0.0507 -0.0179
-0.0023 -0.0013 0.0040
0.0075 0.0065 0.0002
0.0063 -0.0067 0.0000
0.0031 0.0064 -0.0026
0.0106 -0.0043 0.0022
-0.0071 0.0006 -0.0035
0.0002 0.0127 0.0068
0.0202 0.0129 0.0063
-0.0018 -0.0092 0.0037
-0.0043 0.0068 -0.0062
-0.0010 -0.0028 0.0083
-0.0020 -0.0046 -0.0003
-0.0511 0.1229 0.0578
0.0039 -0.0594 0.0183
0.0249 -0.0132 -0.0577
-0.0125 0.0089 0.0220
0.0277 0.0069 -0.0143
-0.0164 0.0180 -0.0249
-0.0223 0.0113 0.0099
0.0711 0.0007 -0.1037
-0.0050 0.0033 -0.0029
0.0137 0.0107 -0.0180
0.0082 -0.0164 0.0086
-0.0030 -0.0139 0.0027
-0.0007 -0.0077 0.0028
0.0116 -0.0003 -0.0049

Properties
**Multiplicity**: 2
**LUMO (spin up / spin down)**: -4.393 / -5.948 eV
**Charge**: +2
**Frontier orbital gap (spin up / spin down)**: 6.937 / 5.387 eV
**HOMO (spin up / spin down)**: -11.3304 / -11.3351 eV
**⟨S²⟩**: 0.795